{"formula": "C6H12O", "method": "ωB97M-V with the def2-TZVPD basis set", "species": ["C", "C", "O", "C", "C", "C", "C", "H", "H", "H", "H", "H", "H", "H", "H", "H", "H", "H", "H"], "coordinates": [[2.280, 0.208, -0.195], [0.947, -0.360, 0.264], [1.164, -0.875, 1.570], [-0.161, 0.694, 0.293], [-0.679, 1.128, -1.105], [-1.567, 0.382, 0.668], [-2.011, -1.011, 0.342], [2.229, 0.544, -1.237], [3.056, -0.559, -0.113], [2.571, 1.056, 0.435], [0.658, -1.171, -0.423], [0.322, -1.216, 1.898], [0.204, 1.580, 0.831], [-0.660, 0.312, -1.834], [-0.147, 2.000, -1.483], [-1.722, 1.460, -0.963], [-1.394, -1.659, -0.301], [-3.051, -1.045, 0.003], [-2.037, -1.469, 1.348]], "nbo_charge": [-0.62, 0.10, -0.72, -0.39, -0.61, 0.13, -0.78, 0.21, 0.22, 0.21, 0.15, 0.46, 0.22, 0.22, 0.24, 0.26, 0.19, 0.24, 0.26], "total_energy_ha": -310.91394, "gap_ev": 8.9, "de_lowest_ev": 3.955}

=====

{"formula": "C6H12O", "method": "ωB97M-V with the def2-TZVPD basis set", "species": ["C", "C", "C", "C", "C", "C", "H", "H", "H", "H", "H", "H", "H", "H", "H", "H", "H", "H", "O"], "coordinates": [[1.571, -0.589, 0.264], [0.689, 0.244, -0.615], [-0.230, 1.129, -0.190], [-0.797, 1.009, 1.153], [-1.755, 1.773, 1.650], [1.231, 0.305, -2.028], [1.139, -0.927, 1.210], [2.464, -0.082, 0.643], [1.929, -1.485, -0.230], [-0.234, 2.112, -0.644], [-0.514, 0.130, 1.724], [-1.982, 2.738, 1.207], [-2.439, 1.504, 2.449], [0.407, 0.177, -2.728], [1.910, -0.500, -2.292], [1.722, 1.250, -2.236], [-1.256, -3.520, -0.454], [-0.607, -2.096, -0.415], [-0.742, -2.908, 0.091]], "nbo_charge": [-0.67, 0.04, -0.25, -0.21, -0.38, -0.65, 0.23, 0.23, 0.22, 0.21, 0.20, 0.18, 0.20, 0.22, 0.21, 0.22, 0.47, 0.48, -0.95], "total_energy_ha": -310.98104, "gap_ev": 9.0, "de_lowest_ev": 2.129}